# C5H7NO

One molecule with the formula C5H7NO (wB97M-V/def2-TZVPD, the OMol25 dataset).

Maximum force (hartree/bohr): 0.007
HOMO energy (spin up / spin down) (eV): -6.71 / -6.71
Kohn-Sham gap (spin up / spin down) (eV): 7.1609 / 7.1622
ΔE to the lowest compared entry with this formula, charge and spin (eV): 4.3593

ORCA input file:
```
! RIJCOSX wB97M-V def2-TZVPD def2/J DEFGRID3
* xyz 0 1
O 0.7117 -1.5861 0.2214
N -0.4626 1.7692 -0.2879
C 1.6476 0.4532 -0.0208
C 0.2436 0.6316 -0.0704
C 1.8309 -0.8835 0.1996
C -1.7613 -0.9305 -0.2601
C -0.3956 -0.6293 0.1450
H 2.7477 -1.4276 0.4013
H -2.0638 -0.7528 -1.2926
H -1.1362 -0.3585 1.0153
H -2.2814 -1.7089 0.2846
H 2.4150 1.2097 -0.1061
H -0.0695 2.6488 0.0149
H -1.4668 1.6543 -0.1808
*
```